--- a ---
Here is an isolated molecule of C4H6O2 from OMol25. Energies are from the ωB97M-V functional and the def2-TZVPD basis.

Results
- Orbital gap: 8.9 eV

```
12
Properties=species:S:1:pos:R:3:nbo_charge:R:1
C -2.011 -0.101 0.695 -0.26
C 0.032 -0.558 0.502 0.28
O -0.963 -0.368 -0.320 -0.49
C 1.280 -0.411 -0.238 -0.69
C 1.493 0.978 -0.767 0.45
O 2.345 1.756 -0.438 -0.50
H -2.185 0.976 0.761 0.19
H -1.813 -0.511 1.711 0.23
H -2.805 -0.604 0.212 0.18
H 2.063 -0.675 0.434 0.24
H 1.228 -1.103 -1.076 0.25
H 0.817 1.332 -1.536 0.11
```


--- b ---
Here is a structure of composition C4H6O2 from OMol25. Energies are from the ωB97M-V functional and the def2-TZVPD basis.

Results
- Orbital gap: 9.1 eV

```
12
Properties=species:S:1:pos:R:3:nbo_charge:R:1
O 1.642 -1.275 0.547 -0.71
C 0.521 -0.982 -0.229 0.09
C -1.043 -0.460 0.390 -0.47
C -1.218 0.991 -0.037 0.54
O -2.135 1.723 -0.362 -0.51
C 0.256 0.955 -0.202 -0.55
H 2.407 -0.798 0.167 0.48
H 0.794 -0.974 -1.284 0.17
H -0.903 -0.539 1.466 0.25
H -1.758 -1.107 -0.069 0.24
H 0.661 1.329 -1.120 0.22
H 0.777 1.136 0.733 0.24
```


Most stable structure, least stable structure: a, b.


--- a ---
Here is a cluster of 2 separate species, C4H6O2 in total from OMol25. Energies are from the ωB97M-V functional and the def2-TZVPD basis.

Results
- Orbital gap: 9.9 eV
- SMILES string: O=C[C@@H]1CC1=O.[H][H]

```
12
Properties=species:S:1:pos:R:3:nbo_charge:R:1
O -1.510 1.178 0.550 -0.52
C -0.753 0.441 -0.017 0.61
C 0.186 0.319 -1.121 -0.52
C 0.392 -0.492 0.205 -0.45
C 1.338 0.020 1.224 0.44
O 1.963 -0.679 1.983 -0.50
H -2.262 -0.409 -0.263 0.09
H -1.949 -0.958 -0.647 -0.02
H 0.063 -0.277 -2.024 0.26
H 0.750 1.239 -1.247 0.25
H 0.345 -1.578 0.117 0.26
H 1.407 1.129 1.255 0.11
```


--- b ---
Here is a structure of composition C4H6O2 from OMol25. Energies are from the ωB97M-V functional and the def2-TZVPD basis.

Results
- Orbital gap: 10.9 eV

```
12
Properties=species:S:1:pos:R:3:nbo_charge:R:1
C -0.727 0.722 -0.919 -0.59
C -0.169 0.209 0.760 -0.28
C 0.138 -1.257 0.726 -0.09
O 0.988 -1.054 -0.409 -0.55
C 1.009 0.406 -0.049 0.75
O 1.764 1.277 -0.339 -0.57
H -1.463 -0.034 -1.110 0.22
H -1.075 1.745 -0.815 0.23
H -0.076 0.739 -1.830 0.27
H -0.503 0.709 1.684 0.24
H -0.660 -2.011 0.699 0.19
H 0.774 -1.450 1.604 0.19
```


Most stable structure, least stable structure: b, a.


--- a ---
Here is an isolated molecule of C4H6O2 from OMol25. Energies are from the ωB97M-V functional and the def2-TZVPD basis.

Results
- Orbital gap: 10.1 eV

```
12
Properties=species:S:1:pos:R:3:nbo_charge:R:1
O 2.077 -0.420 1.080 -0.61
C 1.640 0.533 0.486 0.50
O 0.283 0.242 -0.528 -0.49
C -0.337 -0.915 -0.056 0.09
C -1.385 -1.296 -0.753 -0.43
C 0.027 1.370 0.487 -0.27
H 2.247 1.136 -0.204 0.16
H 0.097 -1.383 0.834 0.23
H -1.639 -0.718 -1.637 0.21
H -1.991 -2.133 -0.444 0.21
H 0.025 2.326 -0.059 0.19
H -1.044 1.258 0.795 0.21
```


--- b ---
Here is a cluster of 2 separate species, C4H6O2 in total from OMol25. Energies are from the ωB97M-V functional and the def2-TZVPD basis.

Results
- Orbital gap: 11.2 eV
- SMILES string: O=C1CO1.C=C

```
12
Properties=species:S:1:pos:R:3:nbo_charge:R:1
O -1.058 1.470 2.177 -0.46
C -0.388 0.388 1.799 0.77
C -0.764 1.264 0.717 -0.20
C 0.670 -0.400 -1.634 -0.42
C 0.596 -1.458 -0.835 -0.37
O 0.109 -0.575 2.294 -0.53
H -1.642 1.053 0.112 0.21
H -0.050 1.973 0.304 0.21
H -0.032 -0.245 -2.451 0.19
H 1.443 0.357 -1.508 0.19
H 1.289 -1.608 -0.011 0.21
H -0.172 -2.219 -0.964 0.20
```


--- c ---
Here is an isolated molecule of C4H6O2 from OMol25. Energies are from the ωB97M-V functional and the def2-TZVPD basis.

Results
- Orbital gap: 10.9 eV
- SMILES string: C1OCC12CO2

```
12
Properties=species:S:1:pos:R:3:nbo_charge:R:1
C 1.646 0.164 -0.109 -0.10
O 1.198 -0.576 1.027 -0.47
C 0.233 -0.128 0.113 0.15
C -0.841 0.903 0.394 -0.08
O -1.831 0.072 -0.228 -0.53
C -0.895 -0.995 -0.457 -0.08
H 2.258 -0.356 -0.842 0.19
H 1.991 1.170 0.145 0.18
H -0.701 1.842 -0.155 0.18
H -1.035 1.102 1.453 0.19
H -1.128 -1.863 0.176 0.19
H -0.875 -1.310 -1.507 0.19
```


--- d ---
Here is a cluster of 2 separate species, C4H6O2 in total from OMol25. Energies are from the ωB97M-V functional and the def2-TZVPD basis.

Results
- Orbital gap: 10.3 eV

```
12
Properties=species:S:1:pos:R:3:nbo_charge:R:1
C -0.393 -2.476 -0.644 -0.21
C -1.625 -2.500 -0.237 0.03
C 0.388 2.313 0.038 -0.74
C 0.123 0.844 0.074 0.43
O -0.328 -2.785 0.775 -0.57
O 0.994 0.121 0.468 -0.55
H 0.464 -2.193 -1.293 0.24
H 0.521 2.725 1.030 0.25
H -0.458 2.893 -0.483 0.22
H 1.278 2.595 -0.598 0.25
H -0.885 0.376 -0.352 0.14
H -0.081 -1.913 1.222 0.50
```


Most stable structure, least stable structure: b, d.


--- a ---
Here is a cluster of 4 separate species, C3H15NO3 in total from OMol25. Energies are from the ωB97M-V functional and the def2-TZVPD basis.

Results
- Orbital gap: 9.9 eV
- SMILES string: CCNC.O.O.O

```
22
Properties=species:S:1:pos:R:3:nbo_charge:R:1
C 0.126 1.894 1.280 -0.63
C 1.218 0.821 1.102 -0.22
N 0.725 -0.242 0.214 -0.66
C 1.654 -1.358 0.106 -0.42
H -0.350 1.796 2.253 0.21
H -0.599 1.819 0.482 0.23
H 0.574 2.879 1.322 0.21
H 1.474 0.332 2.042 0.18
H 2.120 1.278 0.674 0.16
H 0.576 0.154 -0.711 0.37
H 1.747 -1.808 1.096 0.19
H 1.265 -2.112 -0.567 0.21
H 2.655 -1.080 -0.270 0.17
H -3.279 0.326 -1.246 0.48
H -1.943 -0.228 -0.645 0.50
O -2.329 0.436 -1.235 -0.98
H -1.053 -0.187 -2.613 0.50
H 0.261 0.149 -3.285 0.46
O -0.221 -0.600 -2.916 -0.97
H -1.446 -1.879 0.353 0.47
H -1.232 -0.976 1.528 0.49
O -1.942 -1.415 1.037 -0.95
```


--- b ---
Here is a cluster of 4 separate species, C3H15NO3 in total from OMol25. Energies are from the ωB97M-V functional and the def2-TZVPD basis.

Results
- Orbital gap: 9.4 eV
- SMILES string: CCNC.O.O.O

```
22
Properties=species:S:1:pos:R:3:nbo_charge:R:1
C -0.257 -1.447 -0.554 -0.64
C -0.869 -0.756 0.654 -0.21
N 0.017 0.293 1.165 -0.67
C 0.594 0.105 2.486 -0.41
H -0.897 -2.202 -1.009 0.21
H 0.657 -1.982 -0.274 0.21
H 0.070 -0.845 -1.402 0.22
H -0.997 -1.521 1.418 0.19
H -1.795 -0.283 0.352 0.17
H -0.357 1.222 1.011 0.38
H 1.526 -0.456 2.432 0.18
H 0.697 1.055 2.997 0.21
H -0.080 -0.471 3.134 0.17
H 0.983 1.104 -2.778 0.47
H -0.387 0.491 -3.084 0.48
O 0.504 0.600 -3.446 -0.95
H -2.528 0.626 -1.220 0.48
H -2.608 2.124 -1.793 0.49
O -2.042 1.401 -1.503 -0.97
H 3.148 0.206 1.055 0.47
H 1.834 0.276 0.149 0.49
O 2.787 0.460 0.208 -0.97
```


--- c ---
Here is a cluster of 4 separate species, C3H15NO3 in total from OMol25. Energies are from the ωB97M-V functional and the def2-TZVPD basis.

Results
- Orbital gap: 10.6 eV
- SMILES string: CN(C)C.O.O.O

```
22
Properties=species:S:1:pos:R:3:nbo_charge:R:1
C -1.021 0.451 0.935 -0.46
N 0.161 1.295 0.641 -0.46
C -0.277 2.698 1.181 -0.42
C 0.113 1.475 -0.889 -0.44
H -1.302 0.472 2.042 0.20
H -2.013 0.689 0.438 0.18
H -0.945 -0.609 0.639 0.21
H 0.542 3.327 0.991 0.20
H -0.480 2.601 2.259 0.20
H -1.231 3.149 0.606 0.18
H 1.125 1.973 -1.195 0.21
H 0.014 0.454 -1.350 0.21
H -0.722 2.130 -1.265 0.19
H -1.409 -3.310 -0.750 0.47
H -2.116 -3.198 -2.066 0.46
O -2.321 -3.023 -1.152 -0.94
H 2.799 -1.266 1.051 0.49
H 1.583 -0.157 0.919 0.51
O 2.173 -0.778 0.465 -1.00
H 1.749 -2.223 -0.625 0.50
H 1.701 -3.009 -1.896 0.46
O 1.876 -3.142 -0.977 -0.97
```


Most stable structure, least stable structure: a, c.